C3H7N3O in the gas phase at a distorted geometry, computed with wB97M-V/def2-TZVPD.

## Properties
- frontier orbital gap (eV) = 10.58
- SMILES string = [H]/N=C/NC(=O)NC
- relative energy (zero: lowest compared OMol25 entry of this formula, charge and spin) (kJ/mol) = 160.09
- DFT total energy (eV) = -9741.3741

ORCA input file:
```
! wB97M-V def2-TZVPD RIJCOSX def2/J DEFGRID3
* xyz 0 1
C -1.27500 0.64085 2.22687
N -0.30923 0.05334 1.31498
C -0.33153 0.35156 -0.02931
O -1.06063 1.19123 -0.52708
N 0.59829 -0.40047 -0.75241
C 0.88111 -0.40255 -2.11813
N 1.64087 -1.32480 -2.56643
H -1.51353 1.64254 1.86404
H -0.83861 0.71442 3.23085
H -2.20675 0.05962 2.28862
H 0.10014 -0.82467 1.59427
H 1.27903 -0.95660 -0.24734
H 1.30929 0.39838 -2.71025
H 1.72655 -1.14283 -3.56866
*
```